{"formula": "C5H16N4", "method": "ωB97M-V/def2-TZVPD", "homo_ev": -8.783, "e_above_lowest_kj_mol": 22.34, "smiles": "CC(C)(CN)C(N)(N)N", "charge": 0, "symbols": ["H", "H", "H", "H", "C", "N", "H", "H", "C", "N", "H", "H", "H", "H", "N", "C", "H", "C", "H", "H", "N", "H", "C", "H", "H"], "positions_angstrom": [[-1.9260, -2.2587, -0.1137], [2.8255, -0.1315, -1.2177], [3.0470, 0.5955, 0.2370], [-1.1681, -1.5875, -1.3995], [1.4762, -0.7079, 0.1954], [-2.1756, 0.3338, -0.0965], [1.2759, -1.6698, -0.2785], [-3.0362, -0.1233, 0.1908], [0.2969, 0.2442, -0.1362], [-0.9554, -0.7866, 1.7078], [-2.1491, 1.2475, 0.3391], [1.4917, -0.8678, 1.2745], [0.4269, -0.3531, -2.2218], [-0.7040, 0.9720, -1.9076], [2.7966, -0.2772, -0.2147], [0.4720, 1.5605, 0.6300], [0.5011, 1.3869, 1.7026], [-1.0154, -0.4859, 0.2868], [-1.6351, -1.4950, 1.9572], [-0.3245, 2.2643, 0.3983], [-1.0957, -1.7525, -0.4040], [1.4101, 2.0311, 0.3408], [0.2607, 0.5497, -1.6386], [1.0340, 1.2708, -1.8966], [-1.1294, 0.0404, 2.2650]]}

---

{"formula": "C3H9O", "method": "ωB97M-V/def2-TZVPD", "homo_ev": -2.121, "e_above_lowest_kj_mol": 44.10, "charge": -1, "symbols": ["C", "C", "H", "O", "H", "H", "H", "C", "H", "H", "H", "H", "H"], "positions_angstrom": [[-2.6007, 0.3177, -0.8957], [1.8169, -0.7793, 1.0749], [-3.3231, -0.4376, -1.2281], [0.2017, 0.6623, -0.0955], [-3.1928, 1.0344, -0.3168], [2.1517, -1.6537, 0.5174], [2.1239, 0.1235, -0.8461], [1.4915, 0.3925, 0.0494], [-2.2488, 0.8286, -1.7858], [-1.8399, -0.2050, -0.3381], [0.8717, -1.0810, 1.5207], [2.4750, -0.4659, 1.8786], [2.0729, 1.2635, 0.4651]]}

---

{"formula": "C35H28FN7O3S2SeSn", "method": "ωB97M-V/def2-TZVPD", "homo_ev": -5.551, "e_above_lowest_kj_mol": 2.64, "charge": 0, "symbols": ["C", "H", "N", "H", "Se", "C", "C", "C", "H", "Sn", "C", "N", "C", "H", "C", "H", "C", "N", "H", "C", "H", "C", "H", "C", "C", "C", "C", "O", "H", "N", "F", "C", "H", "H", "H", "C", "O", "C", "H", "H", "C", "H", "C", "H", "C", "C", "H", "H", "C", "H", "H", "C", "C", "O", "H", "H", "H", "C", "C", "C", "C", "H", "N", "N", "H", "C", "H", "H", "C", "C", "S", "C", "S", "C", "C", "H", "C", "N"], "positions_angstrom": [[2.0522, 3.2432, -0.3506], [2.9886, 8.6516, -2.0577], [-2.8582, 10.3028, -2.2438], [2.7633, -4.4744, 3.3304], [-0.1599, -7.7412, 2.9291], [-1.1897, -4.9154, 0.3944], [-0.0347, 6.8188, -1.3030], [-3.4950, 9.7612, -0.9910], [-1.8469, 10.2245, -2.1069], [0.0163, -0.2111, -0.9972], [-3.2648, 8.2428, -0.9834], [-2.1050, 7.9848, -1.8362], [2.3466, -3.8082, 2.5863], [-2.5709, 1.4286, 3.0211], [4.1368, 6.8756, -1.3413], [4.8859, 7.4737, -0.8436], [-2.3420, -5.2115, -0.3319], [2.0243, 5.6317, -0.7594], [-2.8902, 9.9770, -4.3310], [2.6395, 4.4583, -0.4102], [3.6901, 4.5197, -0.1570], [-4.1338, 2.0624, -0.4190], [2.6221, 7.0917, -2.9402], [-1.3885, 6.7654, -1.5567], [-0.5401, -3.6980, 0.1619], [3.0121, 7.5700, -2.0517], [-3.2027, 9.4520, -3.4318], [4.0959, 2.3460, 0.3913], [-3.6965, -4.4772, -1.8288], [-0.9902, -2.8231, -0.7476], [-3.3719, 5.5277, -1.8495], [-2.4715, 0.9594, 0.9416], [-3.1075, 11.2782, -2.3901], [-4.1587, 7.7105, -1.3190], [-2.4322, -2.3504, -2.1144], [0.6743, -3.3306, 0.9303], [-0.0600, 2.1516, -0.5528], [-2.0883, -3.1128, -1.4247], [-3.0446, 7.9114, 0.0283], [-1.9068, 3.4113, -1.2325], [2.9074, -2.5840, 2.3106], [2.5978, 7.4792, 0.1307], [-2.4757, 8.1081, -3.2477], [-2.8515, -6.1490, -0.1525], [-3.0371, 1.1967, -0.3281], [2.3150, -1.7728, 1.3415], [4.5012, 5.9529, -1.7693], [2.7145, -0.7961, 1.0819], [-0.0302, 4.4240, -0.9791], [0.4613, 7.7785, -1.3076], [-4.5007, 2.9504, 2.8251], [-4.1023, 2.4675, 1.9408], [1.2048, -4.2012, 1.8872], [2.4105, 0.9160, -0.0504], [-4.5656, 2.2335, -1.3988], [-3.1296, 7.2970, -3.5820], [3.7914, -2.2393, 2.8291], [-4.6670, 2.6946, 0.6941], [-0.6455, -5.8341, 1.3869], [0.6427, 3.1530, -0.6252], [-2.8003, -4.2972, -1.2511], [-3.0148, 10.2633, -0.1536], [0.9749, -6.3622, 2.9889], [-1.1720, -6.9954, 1.6594], [-4.5490, 10.0299, -1.0177], [2.7652, 6.8634, -0.7470], [-1.5634, 8.0796, -3.8419], [-4.2857, 9.3493, -3.4403], [0.6660, 5.6359, -1.0214], [-2.0476, 5.5335, -1.5498], [-1.1320, -0.1505, 1.2346], [-3.0193, 1.6092, 2.0517], [-2.4047, 0.4886, -1.8117], [0.5500, -5.4806, 2.1272], [2.9460, 2.0458, 0.0399], [-5.5200, 3.3550, 0.5850], [-1.3985, 4.3704, -1.2578], [1.2305, -2.1406, 0.6735]]}

---

{"formula": "C20H22CuF6N5O5S2", "method": "ωB97M-V/def2-TZVPD", "homo_ev": -7.605, "e_above_lowest_kj_mol": 0.00, "charge": 0, "symbols": ["H", "N", "H", "H", "O", "H", "H", "C", "H", "H", "C", "C", "F", "O", "C", "F", "C", "C", "N", "F", "O", "N", "H", "C", "C", "C", "C", "O", "H", "C", "N", "C", "H", "C", "Cu", "O", "F", "H", "N", "H", "H", "S", "C", "C", "C", "H", "C", "H", "C", "F", "H", "C", "H", "H", "H", "H", "H", "S", "C", "H", "F"], "positions_angstrom": [[-2.8568, 4.9132, -0.2046], [1.9324, -1.6275, -3.1099], [-6.3779, -0.9767, 0.4800], [2.2954, -2.4579, -3.5479], [0.1526, -0.6939, -2.0787], [0.1350, 1.6037, -2.1866], [-1.9069, 5.3430, -2.5203], [-0.7670, 3.5428, -2.4998], [-1.0905, -2.9182, -2.4926], [-2.7040, 0.4183, 1.9179], [2.8497, -0.5099, -3.1060], [1.7383, 0.5116, 3.8881], [2.3161, 1.4305, 3.1397], [-0.4569, 1.5032, 2.6832], [-1.6119, 4.4832, -1.9307], [2.4367, -0.5906, 3.7638], [-2.1359, 4.2601, -0.6715], [0.7103, -1.6919, -2.5446], [-0.8990, 2.1771, -0.5166], [-0.3035, -2.9700, 0.3783], [-1.8001, -2.3609, 3.1771], [-2.5489, -0.5700, 0.0439], [4.0885, 3.1444, -0.1385], [-4.5887, -0.1246, 1.1844], [2.3882, 1.8226, 0.2779], [-3.2059, -0.0719, 1.0931], [3.7127, 2.1526, 0.0737], [-0.8002, -0.0020, 4.5407], [2.4931, -1.3841, 0.7049], [-0.0637, -3.5474, 1.5841], [0.0025, -0.9593, 2.2054], [-0.4527, 2.4105, -1.7644], [3.1990, -0.3436, -4.1276], [4.6697, 1.1385, 0.0798], [-0.3146, -0.0246, 0.1730], [0.5134, -2.6127, 4.0096], [1.2218, -3.9200, 1.5663], [2.3730, 0.4285, -2.8287], [1.9676, 0.5646, 0.4435], [-2.7176, -1.6427, -1.7158], [-2.0875, 2.8110, 0.9671], [-0.3812, -2.2404, 2.9346], [-1.7450, 3.0934, -0.0220], [-5.3288, -0.8511, 0.2523], [4.2519, -0.1631, 0.3408], [4.9784, -0.9622, 0.3921], [2.8970, -0.3908, 0.5453], [1.6062, 2.5640, 0.3932], [-0.0286, -3.0024, -2.6910], [-0.8323, -4.6082, 1.6939], [-5.1274, -2.1293, -1.4452], [-4.6132, -1.4635, -0.7644], [-0.3536, 3.6182, -3.4951], [0.0368, -3.4005, -3.7061], [3.6908, -0.6965, -2.4462], [-5.0869, 0.3347, 2.0280], [5.7114, 1.4154, -0.0057], [-0.0789, 0.2767, 3.3377], [-3.2522, -1.2094, -0.8841], [0.3828, -3.7267, -1.9869], [1.7668, 0.8828, 5.1384]]}

---

{"formula": "C4H9N3S", "method": "ωB97M-V/def2-TZVPD", "homo_ev": -8.147, "e_above_lowest_kj_mol": 598.71, "charge": 0, "symbols": ["C", "H", "H", "C", "C", "S", "H", "H", "N", "C", "H", "H", "H", "H", "H", "N", "N"], "positions_angstrom": [[-1.7276, -0.6898, 0.1864], [2.0864, 0.9776, -1.8500], [2.9843, -0.4009, -0.0549], [0.1105, -0.0301, -1.3525], [-2.3879, -0.8344, 1.4292], [2.3747, 0.8231, 0.1970], [-3.1189, 0.3418, 3.2876], [0.0932, -0.0714, 0.6510], [-0.2937, -0.6780, -2.4320], [-1.9593, -0.1327, 2.7605], [-1.4051, -1.3374, 3.3742], [-3.4978, -1.1331, 1.2553], [-1.0993, 1.0163, 2.6206], [-2.2445, -1.2953, -0.5273], [0.3489, -0.5168, -3.1625], [-0.5697, -0.0686, -0.2183], [1.3839, 0.6569, -1.1909]]}

---

{"formula": "C24H32N2O2", "method": "ωB97M-V/def2-TZVPD", "homo_ev": -7.996, "e_above_lowest_kj_mol": 156.20, "smiles": "COCCNC(=O)CCC1CCN(Cc2ccc(-c3ccccc3)cc2)CC1", "charge": 0, "symbols": ["C", "H", "H", "H", "C", "H", "H", "H", "C", "H", "N", "H", "C", "H", "H", "H", "H", "C", "C", "H", "H", "C", "H", "C", "H", "H", "C", "H", "C", "C", "C", "H", "H", "H", "C", "C", "H", "H", "C", "C", "O", "H", "C", "C", "C", "H", "O", "H", "C", "C", "C", "H", "C", "H", "H", "H", "H", "N", "C", "H"], "positions_angstrom": [[-2.8583, 1.4561, 0.0889], [4.0479, -0.6970, 1.3091], [-4.3286, -2.5834, -1.2142], [-3.5852, 1.5640, -1.9227], [-3.7750, -2.3775, -0.2897], [2.9669, -1.4109, -0.7647], [-1.8053, -4.0745, -0.5291], [-6.5186, 0.6394, 1.0380], [0.5521, 3.0344, 0.1384], [4.7447, 0.2328, -1.0177], [0.3418, -2.5198, -0.1145], [3.7349, 3.0815, 1.0041], [3.8554, 2.0378, 0.7044], [2.2581, -1.0258, 2.9721], [4.8997, 1.7535, 0.8869], [0.2602, -3.5715, -1.8744], [1.0945, 3.7600, 0.7290], [-3.8444, 1.3757, -0.8911], [1.5267, -3.0628, 0.2355], [1.4228, -3.1683, 2.3468], [-4.7827, 0.7573, 2.7880], [-4.5215, 0.9348, 1.7546], [3.2424, 1.2265, 2.6029], [0.4315, 1.5518, -1.7284], [0.8837, 1.1046, -2.6032], [1.9143, 1.4727, 1.4638], [-5.1528, 1.0871, -0.5510], [-4.1852, -1.4912, 0.1890], [2.7835, -0.4009, -0.3999], [-0.7448, 2.7065, 0.4856], [3.7071, 0.5603, -1.1592], [3.0583, -3.0412, 1.6965], [1.0299, -0.7409, 1.7472], [-2.4563, 1.2734, 2.1857], [-1.7518, -3.1818, -1.1710], [-1.4734, 1.7921, -0.2710], [2.7349, 2.7075, -2.3916], [-0.1477, -1.8902, 0.5001], [-0.8679, 1.2250, -1.3892], [2.0422, -2.6532, 1.6067], [-2.4252, -2.1029, -0.5570], [-2.2185, -3.4233, -2.1380], [2.6058, 2.7701, -1.3059], [1.1675, 2.4506, -0.9632], [-5.4962, 0.8655, 0.7727], [-0.2678, -1.8691, -1.9989], [2.1186, -3.8505, -0.4760], [-1.4186, 0.5076, -1.9800], [-3.2140, 1.2309, 1.4162], [2.9490, 1.1381, 1.5543], [3.0372, -0.3240, 1.1053], [3.4879, 0.5226, -2.2284], [-0.2974, -2.7733, -1.3804], [-5.9100, 1.0368, -1.3201], [1.7422, -0.1459, -0.5993], [-1.2084, 3.1823, 1.3382], [-3.8791, -3.2407, 0.3797], [3.6391, 1.9358, -0.7204], [2.0295, -1.1532, 1.9100], [2.8243, 3.7987, -0.9998]]}